Molecular formula: C7H12O
Method: DFT, ωB97M-V with the def2-TZVPD basis set

Summary:
⟨S²⟩: 0.783
Relative energy (zero: lowest compared OMol25 entry of this formula, charge and spin): 1.687 eV
E: -9489.4304 eV
Spin multiplicity: 2
Charge: +1

The geometry in XYZ format:
```
20
C7H12O, DFT ωB97M-V with the def2-TZVPD basis set
H 3.616 1.929 -0.630
H -1.719 -3.309 0.148
C -0.913 -2.810 -0.284
H 0.317 2.539 2.291
H 1.759 0.872 -2.192
H 2.690 1.208 0.721
C 1.016 -0.245 -0.393
O -0.656 2.631 2.133
H -2.492 -0.254 -0.849
H -0.234 -3.226 -0.930
C 2.874 1.309 -0.273
H 1.098 -0.592 0.644
H -1.885 0.164 0.654
C -1.051 -1.532 -0.378
C -0.068 -0.665 -1.045
H -0.236 -0.110 -2.062
C 1.907 0.665 -1.081
H -3.033 -1.167 0.535
C -2.211 -0.621 0.145
H -0.780 3.212 2.848
```